C2H7NO2S | wB97M-V/def2-TZVPD

Atoms and positions in Å:
C: 1.61 1.06 -0.16
C: -1.18 -1.71 -0.03
N: 0.80 0.36 0.76
O: -1.01 0.65 -1.39
O: -1.93 0.75 0.97
S: -1.04 0.13 -0.01
H: 1.20 1.82 -0.90
H: 2.43 1.43 0.32
H: 2.03 0.18 -0.88
H: -1.68 -1.87 0.82
H: -1.61 -1.90 -0.91
H: -0.17 -1.93 -0.07
H: 0.57 1.03 1.49

The multiplicity is 3. The calculation puts the energy relative to the best compared isomer or geometry (same formula, charge and spin) at 55.2 kcal/mol. As for the expectation value of S²: 2.0086. As for the HOMO-LUMO gap (spin up / spin down): 6.15 / 7.76 eV.